(1)
{"formula": "C8H9N2O2", "method": "ωB97M-V/def2-TZVPD", "homo_lumo_gap_ev": 6.86, "homo_energy_ha": -0.4481, "e_above_lowest_kcal_mol": 109.7, "largest_force_ev_per_a": 2.21, "charge": 1, "multiplicity": 1, "elements": ["C", "C", "C", "C", "C", "C", "C", "C", "N", "N", "O", "O", "H", "H", "H", "H", "H", "H", "H", "H", "H"], "xyz": [[-1.721284, 2.344306, 0.127408], [-2.316329, 1.260757, 0.790281], [-0.488874, 2.187184, -0.428114], [-1.680329, 0.045183, 0.842761], [0.226580, 0.947932, -0.356415], [-0.429200, -0.189695, 0.244187], [0.702335, -2.278959, -0.538557], [1.554156, 0.963911, -0.776041], [0.035086, -1.476941, 0.340870], [0.969113, -3.478189, -0.112391], [3.469340, 1.825978, -1.576695], [2.106229, 2.017531, -1.296191], [-2.237214, 3.288784, 0.066965], [-3.287774, 1.377466, 1.244887], [-0.002538, 3.010688, -0.925574], [-2.177227, -0.779920, 1.334292], [2.172163, 0.072395, -0.682412], [-0.460752, -1.978895, 1.088737], [1.410460, -4.126450, -0.746824], [0.762637, -3.833113, 0.826702], [3.745245, 2.640338, -2.034297]], "forces_ev_per_a": [[0.08, 0.15, -0.12], [0.39, -0.09, -0.12], [-0.06, -0.16, 0.11], [0.01, -0.04, 0.07], [-0.48, 0.29, -0.03], [-0.04, 0.63, -0.32], [0.78, 1.58, -1.33], [0.58, -0.99, -0.19], [-0.27, -1.20, 1.12], [-0.25, -0.37, 0.64], [0.68, -0.86, 0.19], [-1.00, 0.37, 0.10], [-0.01, 0.09, -0.02], [-0.09, -0.03, 0.05], [-0.02, 0.14, -0.01], [0.01, -0.09, -0.02], [0.13, 0.11, -0.04], [0.13, 0.23, -0.02], [-0.02, 0.08, 0.09], [0.00, 0.03, -0.24], [-0.55, 0.10, 0.09]]}


(2)
{"formula": "C25H23N2O", "method": "ωB97M-V/def2-TZVPD", "homo_lumo_gap_ev": 5.05, "homo_energy_ha": -0.3676, "e_above_lowest_kcal_mol": 42.7, "largest_force_ev_per_a": 3.46, "charge": 1, "multiplicity": 1, "elements": ["C", "N", "C", "C", "C", "C", "C", "C", "C", "C", "C", "C", "C", "C", "C", "C", "C", "H", "H", "H", "H", "H", "H", "H", "H", "H", "H", "H", "H", "H", "H", "C", "O", "C", "C", "C", "C", "N", "C", "C", "C", "C", "H", "H", "H", "H", "H", "H", "H", "H", "H"], "xyz": [[5.378416, -0.787703, 0.555471], [3.959388, -1.091545, 0.601339], [2.944838, -0.187241, 0.570379], [1.710687, -0.858056, 0.750063], [0.444028, -0.257709, 0.836639], [-0.733037, -1.127006, 0.806271], [-0.838838, -2.119896, -0.198079], [-1.992182, -2.892352, -0.317645], [-3.062842, -2.682884, 0.562989], [-2.985002, -1.677923, 1.537811], [-1.841766, -0.891261, 1.646703], [2.041253, -2.277747, 0.935618], [1.362971, -3.406664, 1.379074], [2.053401, -4.620027, 1.515775], [3.446128, -4.685612, 1.331220], [4.172301, -3.535935, 0.997833], [3.446504, -2.378702, 0.780751], [5.919975, -1.735304, 0.564932], [5.617219, -0.236804, -0.363426], [5.691244, -0.189209, 1.424876], [3.115918, 0.879174, 0.443278], [0.416276, 0.714106, 1.336647], [-0.014126, -2.268626, -0.899927], [-2.047955, -3.659932, -1.092455], [-3.945007, -3.323421, 0.505664], [-3.821260, -1.500858, 2.218729], [-1.777205, -0.078232, 2.377590], [0.305180, -3.336962, 1.639096], [1.500945, -5.517263, 1.789600], [3.970023, -5.634327, 1.447411], [5.256725, -3.518813, 0.904449], [-5.177282, 3.703509, -0.183548], [-4.468804, 4.313703, -1.291352], [-3.187108, 3.938999, -1.526996], [-2.570556, 2.867324, -0.833999], [-1.226812, 2.631926, -1.079520], [-0.478116, 3.445573, -1.972554], [0.792646, 2.898805, -2.073662], [0.861697, 1.750659, -1.293623], [-0.368320, 1.537190, -0.689837], [-1.099650, 4.459922, -2.696237], [-2.452068, 4.694947, -2.486854], [-6.163874, 4.165231, -0.212996], [-5.257666, 2.616826, -0.319034], [-4.676936, 3.926902, 0.768817], [-3.089831, 2.242499, -0.097288], [1.529035, 3.280610, -2.657491], [1.789269, 1.200999, -1.212082], [-0.912257, 0.695707, -0.305599], [-0.536049, 5.041369, -3.418677], [-3.001526, 5.472044, -3.006160]], "forces_ev_per_a": [[0.44, 0.28, -0.17], [-1.32, 1.58, -0.26], [1.10, -1.10, 0.51], [-0.69, 0.26, -0.40], [1.27, -1.78, 2.69], [-0.60, 0.11, -0.52], [-0.12, 0.15, 0.06], [0.09, 0.19, 0.23], [0.34, 0.02, 0.11], [0.05, -0.03, 0.07], [0.24, 0.11, -0.18], [0.98, -0.29, -0.37], [-0.21, -0.53, 0.09], [0.14, 0.55, 0.03], [0.04, 0.29, -0.29], [-0.26, -0.46, -0.02], [-0.66, 0.10, 0.71], [0.01, 0.39, -0.08], [-0.03, -0.20, 0.25], [-0.23, -0.26, -0.27], [0.10, -0.33, 0.02], [-0.26, -0.29, -0.60], [-0.28, 0.07, 0.25], [-0.03, 0.28, 0.27], [0.22, 0.31, -0.04], [0.28, -0.11, -0.27], [-0.14, -0.34, -0.20], [0.38, -0.26, -0.22], [0.17, 0.24, 0.03], [-0.17, 0.27, 0.04], [-0.32, -0.35, 0.10], [0.47, 0.30, -0.71], [-0.34, -0.18, 0.30], [0.83, -0.99, 0.85], [-0.94, 0.95, -0.26], [1.30, 0.15, -0.92], [-0.59, -0.69, 0.36], [0.02, -0.20, 0.43], [-0.77, 0.42, -0.23], [-0.42, 1.23, -1.33], [-0.33, 0.27, -0.09], [-0.05, -0.41, 0.64], [0.12, -0.14, 0.09], [-0.05, 0.24, 0.00], [-0.07, -0.03, -0.23], [0.07, 0.38, -0.44], [-0.22, -0.26, 0.39], [-0.26, 0.04, -0.32], [0.59, 0.01, -0.10], [-0.15, 0.03, 0.02], [0.22, -0.01, -0.03]]}


(3)
{"formula": "C12H10BrN5O3S", "method": "ωB97M-V/def2-TZVPD", "homo_lumo_gap_ev": 9.27, "homo_energy_ha": -0.3326, "e_above_lowest_kcal_mol": 0.0, "smiles": "Cc1[nH]c2ncnn2c(=O)c1NS(=O)(=O)c1ccc(Br)cc1", "largest_force_ev_per_a": 3.76, "charge": 0, "multiplicity": 1, "elements": ["C", "C", "N", "C", "N", "C", "N", "N", "C", "O", "C", "N", "S", "O", "O", "C", "C", "C", "C", "Br", "C", "C", "H", "H", "H", "H", "H", "H", "H", "H", "H", "H"], "xyz": [[0.841032, -1.269060, -3.086248], [-0.086947, -0.409856, -2.256306], [-1.433718, -0.392778, -2.598271], [-2.311647, 0.427838, -1.948855], [-3.590219, 0.447576, -2.259698], [-4.049070, 1.392580, -1.368029], [-3.099317, 1.956363, -0.622869], [-1.948964, 1.372487, -1.032823], [-0.601722, 1.448980, -0.679492], [-0.173301, 2.266670, 0.129662], [0.392770, 0.504148, -1.306652], [1.778720, 0.603048, -1.004304], [2.510002, -0.542133, 0.006687], [3.851027, -0.078087, 0.285809], [2.403414, -1.897661, -0.586059], [1.475180, -0.405963, 1.518039], [0.519564, -1.401642, 1.900497], [-0.121238, -1.280976, 3.137909], [0.168823, -0.261850, 4.026805], [-0.780289, -0.148516, 5.689977], [1.112830, 0.700072, 3.632475], [1.758686, 0.628523, 2.389867], [0.713712, -2.278834, -2.687035], [0.494479, -1.220279, -4.118443], [1.863574, -0.935213, -3.056937], [-1.818993, -0.978771, -3.352364], [-5.099296, 1.668249, -1.312543], [1.972058, 1.504490, -0.568928], [0.290219, -2.201799, 1.180746], [-0.897658, -1.997953, 3.443181], [1.327398, 1.447106, 4.354213], [2.538891, 1.333239, 2.149988]], "forces_ev_per_a": [[-1.54, -0.03, 0.33], [1.17, 1.87, 0.16], [1.01, -0.30, 0.37], [-0.58, -0.45, -1.76], [0.13, 0.42, 1.27], [1.48, 0.09, -0.04], [-1.12, 0.97, 0.46], [-0.31, -2.63, -1.76], [2.72, 1.30, 2.24], [-0.75, -0.47, -0.72], [-2.86, -1.55, -1.57], [-0.07, 0.01, 0.32], [0.07, -2.36, -0.09], [-1.37, 0.29, -0.12], [-0.61, 2.85, 1.14], [-0.30, -1.56, 0.32], [0.75, 1.02, -0.74], [-0.77, -1.00, -0.19], [0.60, 0.65, -0.92], [0.52, 0.01, -0.67], [-0.57, -0.84, 0.07], [-0.15, -0.14, 0.74], [0.50, -0.10, -0.34], [-0.03, -0.20, -0.08], [0.23, 0.00, 0.35], [0.42, 0.49, 0.77], [0.43, 0.04, 0.19], [0.01, 0.12, -0.18], [0.10, 0.31, 0.62], [0.49, 0.19, -0.38], [0.41, 0.81, 0.22], [0.01, 0.20, 0.00]]}


(4)
{"formula": "C10H15N", "method": "ωB97M-V/def2-TZVPD", "homo_lumo_gap_ev": 9.06, "homo_energy_ha": -0.3015, "e_above_lowest_kcal_mol": 187.0, "largest_force_ev_per_a": 10.70, "charge": 0, "multiplicity": 1, "elements": ["C", "C", "C", "C", "C", "C", "C", "C", "C", "C", "H", "H", "H", "H", "H", "H", "H", "H", "H", "H", "H", "H", "H", "H", "H", "N"], "xyz": [[2.559445, 0.944254, -1.831556], [1.424463, 0.897405, -0.728967], [0.353013, -0.090271, -0.702044], [0.126799, -0.532034, -1.888291], [-1.001443, -1.226133, -2.329304], [-2.037184, -1.451166, -1.327840], [-1.696811, -1.051507, -0.046864], [-0.547468, -0.453684, 0.286600], [0.307217, -0.711225, 2.386974], [-1.285942, 1.289085, 2.250671], [2.038493, 1.188530, -2.886639], [3.097118, 1.899202, -1.137741], [3.640473, -0.069556, -1.851721], [2.005003, 1.039745, 0.531097], [0.571633, 1.883446, -0.809792], [0.804873, -0.378980, -2.870169], [-1.451203, -1.635853, -3.260712], [-2.831968, -2.218636, -1.372391], [-2.574609, -1.229854, 0.691238], [-0.595564, -1.393705, 3.021807], [0.798058, -1.621850, 1.866935], [0.845796, -0.346780, 3.319169], [-1.039383, 2.250728, 1.629448], [-0.742644, 1.583325, 3.145754], [-2.468382, 1.113286, 2.345032], [-0.299785, 0.322226, 1.569305]], "forces_ev_per_a": [[1.82, 1.30, 2.07], [0.60, 3.12, 4.49], [1.22, -0.12, 2.49], [-0.46, -3.10, -10.23], [-4.50, -1.32, 2.42], [2.89, -0.93, -0.78], [-4.22, -1.33, 1.67], [0.51, 4.85, 2.03], [-2.31, -2.78, 3.91], [0.85, 0.94, -2.67], [2.04, -0.42, 2.38], [-0.82, -2.36, -3.39], [-3.99, 3.02, 0.04], [-1.94, -0.44, -4.07], [3.34, -1.91, 0.13], [-1.01, 0.08, 2.81], [1.91, 0.72, -0.09], [0.12, 1.04, -0.74], [1.99, 0.44, -0.66], [1.88, 1.59, -1.64], [-0.31, 2.24, 0.48], [-0.03, -0.16, -1.52], [-1.37, -1.52, 0.82], [-0.62, -0.53, 0.62], [2.85, -0.09, -0.13], [-0.45, -2.31, -0.43]]}


(5)
{"formula": "C5H9NO", "method": "ωB97M-V/def2-TZVPD", "homo_lumo_gap_ev": 8.24, "homo_energy_ha": -0.2879, "e_above_lowest_kcal_mol": 112.2, "largest_force_ev_per_a": 1.13, "charge": 0, "multiplicity": 1, "elements": ["C", "O", "C", "C", "C", "C", "N", "H", "H", "H", "H", "H", "H", "H", "H", "H"], "xyz": [[-0.802835, 1.035006, 1.970094], [0.244006, 0.968996, 0.971740], [-0.154547, 0.825081, -0.494264], [0.744474, -0.287685, -0.873113], [0.350620, -1.721024, -0.510000], [1.005088, -0.200357, -2.285524], [1.048586, -0.168141, -3.448449], [-0.544609, 0.421182, 2.831817], [-1.737066, 0.685526, 1.522184], [-0.904473, 2.083353, 2.256033], [0.108379, 1.773204, -0.966062], [-1.242859, 0.683293, -0.469303], [1.037645, 0.228752, 0.746765], [1.146598, -2.386256, -0.863355], [0.290511, -1.875219, 0.575465], [-0.589519, -2.065710, -0.964030]], "forces_ev_per_a": [[-0.09, 0.02, 0.13], [0.24, -0.04, -0.09], [-0.07, 0.04, -0.06], [-0.17, 0.00, -0.23], [-0.06, -0.11, 0.09], [0.14, 0.05, -0.88], [0.24, 0.02, 1.10], [0.13, 0.06, -0.15], [0.19, -0.03, 0.14], [-0.01, -0.18, 0.05], [-0.16, -0.22, -0.09], [0.07, -0.07, 0.03], [-0.21, 0.26, -0.03], [-0.18, 0.09, 0.10], [-0.10, 0.04, -0.14], [0.05, 0.07, 0.03]]}


(6)
{"formula": "C22H24AsF3N5OPtS", "method": "ωB97M-V/def2-TZVPD", "homo_lumo_gap_ev": [6.49, 4.82], "homo_energy_ha": [-0.6213, -0.6430], "e_above_lowest_kcal_mol": 0.0, "largest_force_ev_per_a": 2.86, "charge": 3, "multiplicity": 5, "elements": ["Pt", "S", "C", "N", "N", "C", "C", "C", "C", "C", "C", "N", "N", "C", "C", "C", "C", "C", "C", "H", "H", "H", "H", "H", "H", "H", "H", "H", "H", "H", "C", "As", "C", "C", "O", "H", "H", "H", "H", "H", "H", "H", "H", "H", "F", "C", "F", "F", "C", "C", "C", "N", "C", "C", "H", "H", "H", "H"], "xyz": [[0.051091, -0.168907, -0.041160], [1.505615, -0.449599, 1.894753], [0.564015, -1.759461, 2.704203], [1.104843, -2.551513, 3.580982], [2.189799, -2.471994, 4.266013], [2.819405, -1.376872, 4.782981], [4.131399, -1.527412, 5.289676], [4.803131, -0.418015, 5.748350], [4.181642, 0.832089, 5.767877], [2.859348, 0.970974, 5.334549], [2.174943, -0.119546, 4.850397], [-0.679983, -2.051513, 2.336397], [-1.258142, -1.549075, 1.344007], [-2.539607, -1.789902, 1.007468], [-2.999876, -1.297615, -0.237966], [-4.296776, -1.520020, -0.627519], [-5.171276, -2.206634, 0.219611], [-4.732487, -2.685985, 1.454316], [-3.433335, -2.490470, 1.857552], [2.571288, -3.395518, 4.503895], [4.611963, -2.494718, 5.275288], [5.816902, -0.517820, 6.107866], [4.712090, 1.687379, 6.160956], [2.360885, 1.923004, 5.430626], [1.123668, -0.042574, 4.613001], [-2.306786, -0.745753, -0.876614], [-4.654709, -1.175807, -1.584338], [-6.198310, -2.352228, -0.076327], [-5.430792, -3.197245, 2.101833], [-3.064684, -2.857677, 2.802601], [-1.254888, 4.068192, 2.002867], [-1.877306, 2.915458, 0.567134], [-3.804671, 2.675464, 0.724136], [-1.387044, 3.678406, -1.155343], [-1.147812, 1.404115, 0.806069], [-1.783522, 5.016837, 1.912765], [-0.181037, 4.243018, 1.923511], [-1.482616, 3.614568, 2.968383], [-4.252721, 3.664705, 0.820288], [-4.039534, 2.089056, 1.614809], [-4.219998, 2.180700, -0.156720], [-2.121387, 4.451010, -1.384510], [-1.391426, 2.926085, -1.948060], [-0.394390, 4.129515, -1.089960], [0.611776, -4.880937, -5.187212], [1.337402, -4.928904, -4.080421], [0.931175, -5.978676, -3.355151], [2.610388, -5.123701, -4.401757], [1.173024, -3.668814, -3.237307], [0.405988, -2.591033, -3.659636], [0.193860, -1.548514, -2.771212], [0.685655, -1.553516, -1.527834], [1.478105, -2.565719, -1.148123], [1.759709, -3.635402, -1.975919], [-0.030742, -2.569338, -4.647574], [-0.393819, -0.693543, -3.086510], [1.899752, -2.529876, -0.151497], [2.401763, -4.435760, -1.640449]], "forces_ev_per_a": [[-0.36, 0.39, 1.62], [-0.58, 0.20, -1.32], [1.80, 0.80, 0.04], [-1.87, -0.78, -0.37], [1.20, 0.17, 0.10], [0.20, 0.44, 0.09], [0.06, 0.13, -0.01], [0.07, -0.34, 0.01], [-0.07, -0.02, 0.00], [-0.20, -0.24, -0.05], [-0.04, 0.22, 0.17], [-2.27, -1.30, 0.27], [2.44, 1.28, -0.76], [-1.29, -0.37, -0.01], [0.25, 0.09, 0.03], [0.01, -0.01, -0.03], [0.25, 0.09, 0.10], [-0.07, 0.00, 0.19], [0.27, 0.00, -0.14], [-0.17, 0.31, 0.04], [0.06, -0.11, 0.00], [0.04, -0.03, 0.01], [0.03, 0.05, 0.00], [-0.04, 0.06, -0.02], [-0.04, 0.04, 0.01], [-0.27, -0.17, 0.09], [0.02, 0.09, -0.11], [-0.11, -0.07, -0.06], [0.04, -0.06, 0.03], [-0.06, -0.05, 0.12], [-0.19, -0.16, -0.32], [-0.07, 0.43, -0.03], [0.34, 0.08, -0.10], [-0.10, -0.07, 0.35], [0.66, -1.18, -0.36], [0.02, 0.04, 0.04], [-0.11, -0.09, -0.14], [-0.07, -0.04, -0.15], [-0.01, 0.01, -0.02], [0.21, 0.08, -0.06], [0.21, 0.07, 0.04], [0.05, 0.02, -0.07], [-0.12, 0.01, 0.22], [-0.12, -0.06, 0.09], [-0.09, 0.17, -0.11], [0.02, -0.18, 0.05], [-0.05, 0.04, 0.08], [0.16, 0.14, 0.00], [-0.10, 0.03, 0.05], [0.20, -0.15, 0.27], [-0.23, 0.05, -0.53], [0.03, 0.29, 0.70], [0.42, -0.65, -0.05], [-0.23, 0.30, -0.10], [-0.03, 0.04, 0.00], [0.00, -0.02, 0.16], [-0.09, 0.06, -0.10], [0.01, -0.05, 0.07]]}